C4H10N2 | ωB97M-V with the def2-TZVPD basis set

Summary:
**Kohn-Sham gap**: 9.84 eV
**Energy relative to the best compared isomer or geometry (same formula, charge and spin)**: 62.4 kcal/mol
**Structure (SMILES)**: N[C@H]1C[C@H](N)C1
**Lowest unoccupied orbital energy**: 1.1 eV
**E_HOMO**: -8.7 eV

Each line ends with the Löwdin charge.
Cartesian coordinates (Å):
N1 -1.99 -0.16 -0.69  0.00
C1 -1.09 0.07 0.50  -0.35
C2 0.11 -0.92 0.47  -0.17
C3 0.83 0.06 -0.29  -0.50
N2 2.27 -0.13 -0.20  0.04
C4 0.00 1.19 0.30  -0.07
H1 -2.41 -1.00 -0.22  0.08
H2 -2.69 0.65 -0.77  0.10
H3 -1.67 -0.10 1.39  0.11
H4 0.57 -0.91 1.44  0.11
H5 -0.14 -1.92 -0.04  0.14
H6 0.27 -0.04 -1.24  0.13
H7 2.71 -0.93 -0.62  0.06
H8 2.85 0.68 -0.68  0.12
H9 0.61 1.55 1.12  0.11
H10 -0.21 1.91 -0.45  0.09

C9H14N | ωB97M-V with the def2-TZVPD basis set

Summary:
**Kohn-Sham gap (alpha / beta)**: 9.36 / 7.90 eV
**Energy relative to the best compared isomer or geometry (same formula, charge and spin)**: 132.8 kcal/mol
**Structure (SMILES)**: CC1=C2C[C@H]3[C@@H]([C@@H]2C)[N@@+]13C
**Net charge**: +1
**Lowest unoccupied orbital energy (alpha / beta)**: -4.4 / -4.8 eV
**E_HOMO (alpha / beta)**: -13.8 / -12.7 eV

Each line ends with the Löwdin charge.
Cartesian coordinates (Å):
C1 0.73 -2.25 -0.32  -0.01
C2 0.28 -0.90 -0.50  -0.15
C3 1.20 0.33 -0.66  0.02
C4 1.70 0.46 0.74  -0.05
C5 0.25 0.51 1.38  -0.10
C6 -0.60 1.18 0.43  -0.06
C7 0.26 1.59 -0.72  -0.26
C8 -0.40 1.69 -2.08  -0.04
N1 -0.57 -0.39 0.53  -0.10
C9 -1.68 -1.16 1.06  0.04
H1 -0.08 -2.94 0.02  0.10
H2 1.48 -2.19 0.46  0.09
H3 1.17 -2.75 -1.20  0.12
H4 2.18 -0.42 1.09  0.10
H5 2.28 1.38 1.08  0.16
H6 0.06 0.42 2.46  0.18
H7 -1.51 1.84 0.75  0.22
H8 0.76 2.60 -0.60  0.18
H9 -1.09 0.90 -2.30  0.08
H10 0.36 1.63 -2.77  0.06
H11 -0.83 2.68 -2.28  0.10
H12 -1.95 -1.91 0.30  0.12
H13 -1.42 -1.73 1.91  0.09
H14 -2.59 -0.57 1.24  0.12

C12H15Br3Cl6O9 | ωB97M-V with the def2-TZVPD basis set

Summary:
**Kohn-Sham gap**: 9.71 eV
**Energy relative to the best compared isomer or geometry (same formula, charge and spin)**: 57.5 kcal/mol
**Lowest unoccupied orbital energy**: -1.0 eV
**E_HOMO**: -10.8 eV

Each line ends with the Löwdin charge.
Cartesian coordinates (Å):
C1 0.83 -0.15 -0.41  -1.46
Br1 0.63 1.56 0.58  0.59
Br2 1.28 -1.60 0.90  0.52
Br3 2.32 0.00 -1.73  0.56
H1 -0.08 -0.36 -0.97  -0.11
C2 -2.88 -2.80 1.00  -1.65
Cl1 -2.36 -4.28 0.31  0.56
Cl2 -4.61 -2.88 0.97  0.58
Cl3 -2.25 -1.44 0.16  0.58
H2 -2.51 -2.72 2.02  0.03
C3 -1.90 1.89 -3.27  -1.56
Cl4 -3.51 2.13 -2.57  0.55
Cl5 -1.59 0.12 -3.45  0.52
Cl6 -0.65 2.80 -2.56  0.59
H3 -1.93 2.14 -4.33  0.01
C4 -0.46 -3.98 -3.98  -0.11
C5 0.39 -3.21 -3.01  -0.19
O1 1.58 -2.92 -3.64  0.03
C6 1.60 -3.41 -4.91  -0.47
O2 2.48 -3.26 -5.75  0.14
O3 0.51 -4.26 -4.98  0.04
H4 -1.28 -3.35 -4.32  0.13
H5 -0.81 -4.96 -3.65  0.14
H6 0.53 -3.79 -2.10  0.13
H7 -0.03 -2.27 -2.64  0.08
C7 -2.69 3.38 2.44  -0.06
C8 -2.81 2.21 1.45  -0.14
O4 -3.65 1.30 2.17  0.05
C9 -4.00 1.80 3.36  -0.54
O5 -4.58 1.14 4.30  0.07
O6 -3.79 3.09 3.36  0.07
H8 -2.69 4.39 2.04  0.14
H9 -1.78 3.22 3.02  0.13
H10 -1.85 1.73 1.29  0.02
H11 -3.18 2.56 0.49  0.11
C10 4.22 1.18 3.67  -0.11
C11 4.22 0.99 2.16  -0.14
O7 4.65 2.29 1.70  0.02
C12 5.43 2.88 2.71  -0.52
O8 6.03 3.94 2.67  0.15
O9 5.11 2.27 3.82  0.07
H12 4.77 0.36 4.13  0.13
H13 3.20 1.19 4.03  0.13
H14 3.20 0.77 1.85  0.05
H15 4.91 0.29 1.69  0.13